(1)
C4H7NO2S | the ωB97M-V functional and the def2-TZVPD basis

## Properties
- F_max: 3.55 eV/Å
- Energy above the lowest of the compared OMol25 structures with the same formula, charge and spin: 4.051 eV
- SMILES: CC(=O)S/C(C)=N\O
- HOMO: -9.2 eV
- Spin multiplicity: 1
- E_tot: -20678.6850 eV
- Gap between HOMO and LUMO: 9.28 eV

Last column: Löwdin charge in e.
CARTESIAN COORDINATES (ANGSTROEM)
C1 -2.62 -1.40 0.00  -0.108
C2 -2.00 -0.06 0.06  -0.661
O1 -2.42 1.04 0.14  0.084
S1 -0.08 -0.47 -0.03  0.812
C3 1.71 0.52 -0.01  -0.518
C4 1.55 1.98 -0.08  -0.095
N1 2.75 -0.13 0.06  -0.036
O2 2.88 -1.46 0.12  -0.031
H1 -2.31 -1.97 0.86  0.084
H2 -2.27 -1.92 -0.89  0.080
H3 -3.71 -1.30 -0.02  0.095
H4 2.48 2.48 0.21  0.083
H5 0.75 2.30 0.58  0.077
H6 1.29 2.27 -1.10  0.086
H7 2.01 -1.89 0.11  0.050

=====

(2)
C12H20N4O3 | the ωB97M-V functional and the def2-TZVPD basis

## Properties
- F_max: 9.06 eV/Å
- Energy above the lowest of the compared OMol25 structures with the same formula, charge and spin: 8.730 eV
- HOMO: -9.0 eV
- Spin multiplicity: 1
- E_tot: -24864.5648 eV
- Gap between HOMO and LUMO: 8.93 eV

Last column: Löwdin charge in e.
CARTESIAN COORDINATES (ANGSTROEM)
C1 1.96 0.90 -0.85  -0.282
C2 0.59 0.15 -0.45  -0.320
C3 3.13 0.68 0.12  -0.157
C4 3.41 -0.87 0.28  -0.460
C5 3.95 -1.30 -1.13  -0.090
C6 4.22 -1.35 1.47  -0.123
C7 -1.77 0.66 -0.35  -0.292
C8 -1.74 1.11 1.12  -0.206
C9 -2.31 -0.78 -0.52  -0.068
C10 -3.81 -0.76 -0.40  -0.302
C11 -4.72 -1.45 0.34  -0.047
C12 -5.80 0.14 -0.79  -0.262
H1 2.52 2.66 -1.62  0.097
H2 2.14 2.64 0.23  0.163
H3 2.32 0.79 -1.79  0.075
H4 2.91 1.15 1.11  0.117
H5 4.01 1.19 -0.19  0.104
H6 2.47 -1.48 0.39  0.110
H7 3.41 -0.93 -2.08  0.086
H8 5.18 -0.91 -1.12  0.133
H9 4.26 -2.34 -1.23  0.046
H10 4.21 -2.50 1.91  0.123
H11 5.41 -1.13 1.32  0.099
H12 3.90 -0.62 2.32  0.085
H13 -0.10 1.77 -1.15  0.167
H14 -2.56 1.11 -0.90  0.122
H15 -1.98 -1.07 -1.49  0.126
H16 -1.96 -1.29 0.37  0.118
H17 -4.81 -2.17 1.19  0.113
H18 -6.54 0.94 -0.96  0.108
H19 -7.03 -0.39 1.05  0.306
H20 -2.51 1.19 2.82  0.217
N1 1.79 2.42 -0.89  -0.011
N2 -0.54 0.76 -0.99  0.071
N3 -4.51 0.21 -1.19  0.081
N4 -6.06 -0.77 0.18  -0.016
O1 0.55 -0.89 0.27  0.025
O2 -0.57 1.50 1.77  -0.049
O3 -3.01 1.04 1.83  -0.005

=====

(3)
C55H44As3BaF6N5O2 | the ωB97M-V functional and the def2-TZVPD basis

## Properties
- F_max: 5.70 eV/Å
- Energy above the lowest of the compared OMol25 structures with the same formula, charge and spin: 0.000 eV
- HOMO (spin up / spin down): -3.3 / -3.3 eV
- Net charge: -1
- Spin multiplicity: 2
- E_tot: -268812.0596 eV
- Gap between HOMO and LUMO (spin up / spin down): 5.09 / 3.90 eV

Last column: Löwdin charge in e.
CARTESIAN COORDINATES (ANGSTROEM)
Ba1 1.02 0.82 2.82  1.802
O1 -2.07 -2.01 5.38  -0.035
C1 -1.47 -1.51 4.39  -0.484
N1 -0.11 -1.49 4.22  -0.017
C2 0.73 -2.47 4.61  -0.266
C3 0.46 -3.49 5.57  -0.033
C4 1.26 -4.62 5.59  -0.140
C5 2.54 -4.64 5.00  -0.121
C6 2.92 -3.55 4.22  -0.042
C7 1.96 -2.51 3.87  -0.308
N2 2.27 -1.75 2.85  -0.040
C8 2.81 -2.32 1.73  -0.474
O2 2.88 -3.54 1.43  -0.032
C9 3.37 -1.40 0.68  -0.166
C10 4.02 -1.96 -0.44  -0.023
C11 4.53 -1.15 -1.38  -0.120
C12 4.37 0.24 -1.36  -0.111
C13 3.72 0.74 -0.24  -0.159
N3 3.16 -0.06 0.67  0.046
C14 -2.33 -0.91 3.36  -0.180
C15 -3.76 -0.83 3.65  0.005
C16 -4.52 0.01 2.88  -0.062
C17 -3.93 0.67 1.73  -0.086
C18 -2.61 0.45 1.44  -0.172
N4 -1.82 -0.21 2.35  0.016
H1 -0.53 -3.27 5.99  0.081
H2 0.90 -5.48 6.12  0.072
H3 3.26 -5.46 5.10  0.086
H4 3.89 -3.46 3.70  0.110
H5 4.12 -3.04 -0.46  0.110
H6 5.12 -1.61 -2.13  0.094
H7 4.84 0.84 -2.13  0.090
H8 3.54 1.80 -0.06  0.083
H9 -4.17 -1.41 4.43  0.096
H10 -5.61 0.08 2.99  0.104
H11 -4.50 1.24 1.01  0.090
H12 -2.10 0.73 0.45  0.118
C19 -0.35 -0.79 -2.24  -0.457
C20 0.12 0.38 -3.02  -0.453
As1 2.00 0.22 -3.82  1.332
C21 2.11 2.10 -4.39  -0.418
C22 3.27 2.45 -5.13  -0.124
C23 3.40 3.72 -5.69  -0.087
C24 2.46 4.73 -5.36  -0.095
C25 1.36 4.40 -4.57  -0.074
C26 1.24 3.09 -4.02  -0.117
C27 1.60 -0.43 -5.55  -0.473
C28 0.68 0.18 -6.44  -0.109
C29 0.31 -0.42 -7.60  -0.107
C30 0.93 -1.60 -8.03  -0.084
C31 1.75 -2.28 -7.10  -0.087
C32 2.06 -1.67 -5.88  -0.174
As2 -0.93 -2.36 -3.37  1.310
C33 -2.74 -1.72 -3.87  -0.432
C34 -3.53 -2.63 -4.55  -0.148
C35 -4.74 -2.21 -5.18  -0.073
C36 -5.08 -0.83 -5.20  -0.097
C37 -4.25 0.07 -4.52  -0.105
C38 -3.09 -0.35 -3.85  -0.108
C39 -1.34 -3.51 -1.84  -0.427
C40 -0.30 -4.14 -1.19  -0.150
C41 -0.52 -4.96 -0.12  -0.071
C42 -1.85 -5.25 0.26  -0.066
C43 -2.90 -4.60 -0.39  -0.095
C44 -2.69 -3.68 -1.43  -0.101
H13 -1.11 -0.54 -1.47  0.063
H14 0.44 -1.24 -1.63  0.050
H15 0.14 1.26 -2.36  0.054
H16 -0.46 0.66 -3.93  0.047
H17 3.94 1.68 -5.54  0.106
H18 4.22 3.97 -6.35  0.092
H19 2.51 5.73 -5.76  0.090
H20 0.53 5.11 -4.49  0.095
H21 0.44 2.87 -3.31  0.078
H22 0.35 1.19 -6.15  0.106
H23 -0.41 0.06 -8.29  0.110
H24 0.84 -1.95 -9.06  0.100
H25 2.25 -3.20 -7.38  0.096
H26 2.83 -2.22 -5.22  0.118
H27 -3.29 -3.72 -4.42  0.109
H28 -5.32 -2.99 -5.63  0.086
H29 -5.95 -0.43 -5.71  0.092
H30 -4.39 1.18 -4.56  0.109
H31 -2.48 0.39 -3.28  0.093
H32 0.74 -3.95 -1.54  0.111
H33 0.30 -5.36 0.43  0.103
H34 -2.04 -5.84 1.15  0.100
H35 -3.90 -4.74 -0.06  0.082
H36 -3.47 -2.98 -1.77  0.098
C45 -1.27 5.19 2.20  -0.075
C46 -1.93 5.63 3.30  -0.054
C47 -2.12 4.70 4.36  0.011
C48 -1.52 3.42 4.28  -0.227
N5 -0.95 2.98 3.13  0.008
C49 -0.80 3.88 2.13  -0.153
C50 -1.34 2.65 5.50  -0.182
C51 -2.17 2.88 6.63  -0.024
C52 -1.97 2.16 7.80  -0.068
C53 -0.76 1.52 8.02  -0.072
C54 0.14 1.46 6.98  -0.100
C55 -0.21 1.88 5.73  0.061
H37 -1.06 5.83 1.32  0.116
H38 -2.29 6.64 3.38  0.102
H39 -2.59 5.09 5.24  0.092
H40 -0.22 3.59 1.26  0.088
H41 -2.99 3.54 6.56  0.090
H42 -2.74 2.12 8.56  0.103
H43 -0.45 1.09 8.96  0.106
H44 1.07 0.90 7.08  0.119
F1 2.09 3.42 1.20  -0.366
As3 3.27 3.89 2.58  0.910
F2 3.22 5.62 2.42  -0.237
F3 1.76 3.95 3.55  -0.299
F4 4.23 4.01 4.00  -0.219
F5 3.25 2.01 2.81  -0.524
F6 4.49 3.60 1.37  -0.237

=====

(4)
C36H40IrN7P2 | the ωB97M-V functional and the def2-TZVPD basis

## Properties
- F_max: 0.30 eV/Å
- Energy above the lowest of the compared OMol25 structures with the same formula, charge and spin: 0.022 eV
- HOMO (spin up / spin down): -15.6 / -15.6 eV
- Net charge: +3
- Spin multiplicity: 2
- E_tot: -69805.5742 eV
- Gap between HOMO and LUMO (spin up / spin down): 5.46 / 2.96 eV

Last column: Löwdin charge in e.
CARTESIAN COORDINATES (ANGSTROEM)
Ir1 0.68 0.02 0.59  1.077
C1 -1.31 0.02 4.47  -0.018
C2 -0.32 0.00 5.45  0.003
C3 0.98 -0.02 5.02  0.035
C4 1.30 -0.01 3.65  -0.281
N1 0.34 0.01 2.70  -0.039
C5 -0.94 0.03 3.16  -0.223
N2 2.65 -0.02 3.42  0.192
C6 3.21 -0.02 2.28  -0.257
N3 2.62 -0.01 1.00  -0.051
C7 3.69 -0.02 0.08  -0.258
N4 3.65 -0.01 -1.20  0.195
C8 2.52 0.02 -1.96  -0.311
C9 2.81 0.02 -3.34  0.043
C10 1.82 0.04 -4.28  0.004
C11 0.51 0.08 -3.81  -0.033
C12 0.29 0.07 -2.47  -0.211
N5 1.25 0.04 -1.50  -0.058
C13 4.96 -0.04 0.80  -0.110
C14 6.26 -0.05 0.33  0.029
C15 7.27 -0.07 1.29  -0.018
C16 6.97 -0.07 2.66  -0.016
C17 5.66 -0.06 3.12  0.030
C18 4.67 -0.04 2.15  -0.109
H1 -2.36 0.03 4.72  0.129
H2 -0.56 -0.01 6.50  0.135
H3 1.82 -0.04 5.71  0.135
H4 -1.69 0.04 2.40  0.022
H5 3.86 0.00 -3.60  0.136
H6 2.05 0.04 -5.34  0.135
H7 -0.34 0.10 -4.49  0.126
H8 -0.72 0.10 -2.13  0.054
H9 6.48 -0.04 -0.73  0.127
H10 8.30 -0.07 0.98  0.124
H11 7.78 -0.08 3.37  0.124
H12 5.42 -0.06 4.17  0.128
C19 -2.07 -2.16 1.48  -0.197
P1 -0.97 -1.53 0.17  0.936
C20 -2.33 -0.72 -0.81  -0.352
N6 -3.32 -1.42 -1.32  0.191
C21 -4.33 -0.72 -1.88  -0.167
C22 -5.43 -1.43 -2.47  0.157
C23 -6.51 -0.74 -3.04  0.043
C24 -6.53 0.64 -3.03  0.043
C25 -5.46 1.36 -2.46  0.157
C26 -4.35 0.68 -1.87  -0.168
N7 -3.35 1.40 -1.31  0.191
C27 -2.35 0.72 -0.80  -0.358
P2 -1.00 1.56 0.17  0.936
C28 -2.12 2.19 1.47  -0.198
C29 -0.33 3.17 -0.54  -0.663
C30 0.18 3.92 0.71  -0.077
C31 -1.42 3.98 -1.25  -0.069
C32 0.85 3.00 -1.50  -0.080
C33 -0.28 -3.14 -0.53  -0.664
C34 -1.36 -3.97 -1.22  -0.070
C35 0.90 -2.96 -1.49  -0.079
C36 0.24 -3.87 0.73  -0.077
H13 -2.59 -3.02 1.05  0.061
H14 -2.83 -1.43 1.77  0.060
H15 -1.52 -2.48 2.36  0.069
H16 -5.40 -2.51 -2.47  0.152
H17 -7.33 -1.30 -3.48  0.146
H18 -7.36 1.19 -3.47  0.146
H19 -5.46 2.44 -2.45  0.152
H20 -2.64 3.03 1.02  0.061
H21 -1.58 2.52 2.35  0.069
H22 -2.87 1.46 1.76  0.060
H23 -0.63 4.32 1.31  0.085
H24 0.78 4.76 0.37  0.110
H25 0.82 3.30 1.34  0.084
H26 -2.27 4.21 -0.61  0.077
H27 -1.78 3.48 -2.15  0.080
H28 -0.97 4.93 -1.54  0.109
H29 1.70 2.50 -1.02  0.073
H30 1.18 4.00 -1.78  0.109
H31 0.58 2.47 -2.41  0.074
H32 -1.73 -3.49 -2.13  0.080
H33 -2.20 -4.21 -0.58  0.077
H34 -0.90 -4.92 -1.51  0.109
H35 0.63 -2.43 -2.40  0.077
H36 1.23 -3.96 -1.78  0.109
H37 1.75 -2.47 -1.02  0.071
H38 -0.57 -4.28 1.34  0.085
H39 0.88 -3.25 1.35  0.083
H40 0.85 -4.72 0.39  0.110

=====

(5)
C22H53Cl2O18P3 | the ωB97M-V functional and the def2-TZVPD basis

## Properties
- F_max: 1.50 eV/Å
- SMILES: COP(=O)(OC)OC.COP(=O)(OC)OC.COP(=O)(OC)OC.CCOC(C)=O.CCOC(C)=O.CCOC(C)=O.ClCCl
- HOMO: -10.2 eV
- Spin multiplicity: 1
- E_tot: -113447.6021 eV
- Gap between HOMO and LUMO: 10.55 eV

Last column: Löwdin charge in e.
CARTESIAN COORDINATES (ANGSTROEM)
C1 4.29 3.58 -2.21  -0.075
O1 3.19 4.34 -2.70  -0.199
P1 2.22 5.03 -1.66  0.329
O2 1.44 4.15 -0.79  -0.216
O3 3.18 6.05 -0.91  -0.200
C2 3.47 5.92 0.48  -0.097
O4 1.37 5.99 -2.55  -0.198
C3 0.08 5.64 -3.05  -0.072
H1 5.19 3.94 -2.71  0.097
H2 4.14 2.53 -2.46  0.064
H3 4.43 3.70 -1.14  0.084
H4 2.89 5.10 0.92  0.080
H5 3.14 6.79 1.04  0.089
H6 4.53 5.76 0.61  0.087
H7 -0.62 5.70 -2.21  0.087
H8 0.06 4.63 -3.45  0.090
H9 -0.19 6.38 -3.79  0.089
C4 -6.37 -0.15 5.49  -0.092
O5 -5.44 -0.75 4.60  -0.220
P2 -3.97 -1.05 5.13  0.320
O6 -3.38 -0.06 6.00  -0.212
O7 -4.06 -2.48 5.80  -0.191
C5 -4.72 -3.52 5.08  -0.096
O8 -3.20 -1.31 3.78  -0.213
C6 -3.40 -0.40 2.67  -0.073
H10 -7.07 -0.91 5.84  0.089
H11 -6.96 0.59 4.93  0.090
H12 -5.92 0.41 6.30  0.087
H13 -4.64 -3.44 4.00  0.086
H14 -5.74 -3.61 5.45  0.089
H15 -4.25 -4.47 5.34  0.092
H16 -2.48 -0.49 2.11  0.049
H17 -3.47 0.61 3.09  0.077
H18 -4.29 -0.61 2.08  0.098
C7 0.71 -3.77 -0.11  -0.102
O9 0.50 -2.69 0.79  -0.224
P3 1.62 -2.38 1.86  0.306
O10 1.77 -3.35 2.93  -0.213
O11 2.87 -2.09 0.95  -0.214
C8 4.14 -1.77 1.52  -0.073
O12 1.21 -0.94 2.37  -0.234
C9 0.26 -0.83 3.44  -0.088
H19 0.79 -3.39 -1.13  0.081
H20 -0.16 -4.43 -0.11  0.084
H21 1.59 -4.38 0.10  0.091
H22 4.05 -1.35 2.52  0.089
H23 4.64 -1.08 0.85  0.086
H24 4.71 -2.70 1.63  0.092
H25 0.74 -0.45 4.34  0.097
H26 -0.22 -1.78 3.70  0.090
H27 -0.51 -0.14 3.10  0.049
C10 -3.13 4.22 1.11  -0.058
C11 -2.51 2.92 1.55  -0.254
O13 -2.01 2.96 2.88  -0.013
C12 -0.72 2.72 3.15  -0.546
C13 -0.52 2.66 4.64  0.027
O14 0.16 2.54 2.35  0.082
H28 -3.38 4.19 0.04  0.078
H29 -2.36 5.00 1.16  0.083
H30 -4.03 4.49 1.65  0.076
H31 -3.25 2.12 1.54  0.103
H32 -1.77 2.59 0.82  0.060
H33 0.48 2.32 4.89  0.083
H34 -1.33 2.06 5.07  0.082
H35 -0.64 3.67 5.03  0.091
C14 3.78 0.35 -4.30  -0.099
C15 4.68 -0.82 -4.58  -0.237
O15 4.74 -1.05 -5.98  -0.006
C16 5.35 -2.18 -6.38  -0.547
C17 5.23 -2.38 -7.86  0.020
O16 5.99 -2.88 -5.65  0.108
H36 3.74 0.62 -3.24  0.033
H37 2.76 0.13 -4.62  0.057
H38 4.11 1.23 -4.86  0.084
H39 5.69 -0.68 -4.20  0.127
H40 4.30 -1.69 -4.02  0.128
H41 6.16 -2.77 -8.26  0.088
H42 4.92 -1.49 -8.40  0.083
H43 4.50 -3.18 -8.02  0.094
C18 -1.62 -2.09 -2.28  -0.100
C19 -2.45 -3.18 -2.95  -0.206
O17 -2.36 -4.36 -2.15  -0.018
C20 -3.31 -5.29 -2.33  -0.551
C21 -3.10 -6.47 -1.44  0.020
O18 -4.21 -5.18 -3.13  0.100
H44 -1.56 -2.20 -1.20  0.055
H45 -1.95 -1.07 -2.46  0.063
H46 -0.62 -2.17 -2.72  0.042
H47 -3.50 -2.88 -2.97  0.118
H48 -2.15 -3.37 -3.97  0.127
H49 -3.14 -7.40 -2.01  0.090
H50 -3.85 -6.50 -0.65  0.092
H51 -2.13 -6.42 -0.95  0.077
Cl1 -0.66 0.37 0.16  0.644
C22 0.69 1.07 -0.75  -0.925
Cl2 1.00 0.19 -2.27  0.577
H52 0.33 2.02 -1.13  -0.008
H53 1.55 1.12 -0.11  0.042

=====

(6)
C27H30F9MoO6 | the ωB97M-V functional and the def2-TZVPD basis

## Properties
- F_max: 3.16 eV/Å
- HOMO (spin up / spin down): -3.4 / -3.1 eV
- Net charge: -1
- Spin multiplicity: 3
- E_tot: -67081.5672 eV
- Gap between HOMO and LUMO (spin up / spin down): 5.64 / 5.32 eV

Last column: Löwdin charge in e.
CARTESIAN COORDINATES (ANGSTROEM)
C1 -1.75 3.94 -0.86  -0.243
C2 -0.56 3.53 0.07  -0.065
C3 -1.76 2.98 -2.07  -0.061
C4 -0.31 2.48 -2.15  -0.236
H1 -2.08 3.51 -2.97  0.133
H2 -2.44 2.14 -1.86  0.125
C5 0.10 2.34 -0.62  -0.201
H3 -0.93 3.32 1.08  0.115
H4 0.15 4.37 0.12  0.131
C6 -0.46 1.01 -0.04  -0.351
H5 1.20 2.36 -0.52  0.138
H6 0.30 3.31 -2.54  0.149
C7 -0.09 1.32 -3.01  -0.307
C8 -3.12 3.84 -0.20  -0.464
C9 -1.55 5.40 -1.34  -0.419
O1 -1.28 5.62 -2.51  0.113
O2 -3.37 3.19 0.80  0.108
O3 -4.07 4.53 -0.87  -0.024
O4 -1.69 6.41 -0.47  -0.017
C10 -2.03 6.31 0.94  -0.015
H7 -1.54 5.46 1.45  0.093
H8 -3.12 6.26 1.05  0.095
H9 -1.66 7.26 1.34  0.096
C11 -5.39 4.33 -0.36  -0.040
H10 -5.65 3.26 -0.41  0.102
H11 -6.04 4.93 -0.99  0.094
H12 -5.44 4.66 0.69  0.095
O5 0.28 -0.07 -0.47  -0.383
H13 -1.54 0.92 -0.31  0.109
H14 -0.47 1.07 1.07  0.102
C12 1.17 1.25 -3.76  -0.075
C13 -1.11 0.29 -3.20  -0.070
H15 -2.03 0.67 -3.69  0.081
H16 -1.40 -0.18 -2.25  0.064
H17 -0.70 -0.51 -3.84  0.082
H18 1.51 0.21 -3.83  0.082
H19 1.95 1.86 -3.28  0.080
H20 1.03 1.63 -4.79  0.082
Mo1 0.97 -1.83 0.72  1.529
C14 3.41 -1.92 0.95  -0.193
C15 3.17 -0.67 0.32  -0.165
C16 2.43 0.12 1.25  -0.173
H21 3.54 -0.38 -0.65  0.100
C17 2.10 -0.68 2.40  -0.193
C18 2.74 -1.95 2.22  -0.216
H22 2.75 -2.75 2.94  0.097
H23 4.01 -2.72 0.55  0.077
H24 2.27 1.19 1.18  0.094
H25 1.60 -0.37 3.31  0.102
C19 -1.04 -3.22 0.15  -0.185
C20 -0.58 -3.67 1.42  -0.190
C21 -0.52 -2.55 2.32  -0.216
H26 -0.44 -4.70 1.66  0.082
C22 -1.24 -1.49 1.68  -0.191
C23 -1.58 -1.92 0.35  -0.175
H27 -2.23 -1.41 -0.35  0.094
H28 -1.08 -3.82 -0.76  0.094
H29 -0.18 -2.56 3.36  0.106
H30 -1.61 -0.59 2.17  0.101
F1 3.00 -5.19 3.60  0.120
C24 2.09 -5.65 2.69  -0.467
F2 2.03 -6.99 2.76  0.135
F3 0.90 -5.14 3.10  0.112
C25 2.46 -5.11 1.18  -0.297
O6 1.85 -3.96 1.01  -0.279
C26 4.07 -5.15 1.15  -0.494
F4 4.52 -6.36 1.58  0.132
F5 4.56 -4.92 -0.10  0.138
F6 4.60 -4.21 1.96  0.115
C27 1.94 -5.99 -0.09  -0.477
F7 2.51 -7.22 -0.15  0.129
F8 0.59 -6.12 -0.03  0.129
F9 2.25 -5.29 -1.21  0.130